[1]
Entry from the OMol25 dataset: a molecular structure, C20H32N6O7Ti (the ωB97M-V functional and the def2-TZVPD basis).

The frontier orbital gap (alpha / beta) comes out at 5.64 / 6.47 eV. The total energy comes out at -67641.8522 eV. Its energy above the lowest of the compared OMol25 structures with the same formula, charge and spin is 0.199 eV.

Geometry as ORCA input:
```
! wB97M-V def2-TZVPD RIJCOSX def2/J DEFGRID3
* xyz 0 3
O 3.34974 2.18520 1.13391
H 4.16805 2.62457 1.42360
Ti 1.09488 0.29289 0.28942
N 2.24548 -0.91645 -0.92548
N 1.84031 1.59560 -1.02564
N 1.06342 -1.04295 1.81149
N 0.80286 1.46759 1.85036
O 2.39149 -2.21477 -0.74037
O 1.25997 -2.40785 1.68912
O 0.66645 2.84029 1.75769
O 1.48664 2.84022 -0.91652
C 2.61256 1.11143 -2.03663
C 2.82778 -0.29106 -1.99256
C 0.81369 -0.53315 3.04376
C 0.69300 0.88355 3.06617
C 3.64414 -1.08099 -2.94702
H 3.05964 -1.90795 -3.37024
H 4.52964 -1.50484 -2.45336
H 3.98206 -0.44303 -3.76897
C 3.19251 2.08272 -2.99159
H 3.87354 2.76849 -2.46898
H 2.39854 2.67712 -3.45840
H 3.75634 1.56639 -3.77180
C 0.69773 -1.39510 4.24156
C 0.47697 1.70031 4.28144
H 0.96860 -2.42800 4.00885
H -0.33173 -1.37441 4.62605
H 1.35211 -1.02118 5.04074
H 0.73966 2.74402 4.09000
H 1.08490 1.31776 5.11049
H -0.57478 1.65054 4.59414
H 1.70023 -2.49862 0.77240
H 1.00887 3.05963 0.83360
C 3.62101 0.70681 1.15282
H 4.26664 0.44951 0.30374
H 2.72809 0.05308 1.21571
H 4.17519 0.49834 2.08403
O 5.10303 -2.70275 0.22571
H 5.13953 -3.31144 0.98230
H 4.15956 -2.72169 -0.05632
C -4.96928 -1.38710 -1.58259
N -3.58891 -1.53400 -1.17991
N -2.82597 -0.45568 -0.90472
C -1.54113 -0.83922 -0.75210
O -0.62667 0.01967 -0.42482
C -1.51129 -2.23216 -0.97528
C -2.80399 -2.62319 -1.26001
C -3.35028 -3.95044 -1.60557
C -3.36031 0.85652 -0.75876
C -4.43875 1.06466 0.09990
C -5.00635 2.33694 0.17785
C -4.46250 3.39020 -0.57000
C -3.34104 3.17728 -1.38311
C -2.77364 1.90692 -1.46656
H -5.34109 -2.37776 -1.85307
H -5.07744 -0.72258 -2.45164
H -5.58341 -1.00176 -0.76258
H -0.61511 -2.82803 -0.92673
H -4.30212 -4.14991 -1.09676
H -3.50814 -4.06597 -2.68881
H -2.63179 -4.71790 -1.29425
H -4.82697 0.23315 0.69155
H -5.87001 2.49429 0.82582
H -4.90984 4.38443 -0.51325
H -2.90201 3.99246 -1.95893
H -1.90027 1.70932 -2.09088
*
```

[2]
Entry from the OMol25 dataset: 8 unconnected molecules or ions with the total composition C20H32NO30S7 (the ωB97M-V functional and the def2-TZVPD basis).

The frontier orbital gap comes out at 5.91 eV. The total energy comes out at -160014.9291 eV.

Geometry as ORCA input:
```
! wB97M-V def2-TZVPD RIJCOSX def2/J DEFGRID3
* xyz -1 1
O 3.49568 0.03639 1.35510
C 3.02320 0.06854 0.19726
O 3.75914 0.03942 -0.85250
C 1.44929 0.16858 0.11354
C 0.64625 -1.04419 -0.06781
C -0.80546 -0.87827 -0.08987
C -1.32445 0.46848 0.07150
N -0.61696 1.61698 0.20840
C 0.72880 1.42576 0.22894
H 1.10722 -2.05317 -0.16904
H -1.51671 -1.72711 -0.19082
H -2.44053 0.56740 0.07630
H 1.36263 2.33914 0.36422
C -4.95927 -2.86013 2.84524
C -3.66314 -3.02617 2.08104
O -3.44030 -1.76401 1.45115
S -4.02766 -0.59131 2.38967
O -2.95756 -0.05142 3.15194
O -4.90049 0.21487 1.60626
O -4.91685 -1.52664 3.36459
H -5.82386 -2.94041 2.17935
H -5.05591 -3.58456 3.65515
H -3.71659 -3.82095 1.33987
H -2.82853 -3.21641 2.75579
C -2.63278 4.54414 -4.07699
C -1.46761 4.57579 -3.10570
O -1.63361 3.41314 -2.29637
S -2.30745 2.24313 -3.17295
O -1.27423 1.38614 -3.64699
O -3.44893 1.76196 -2.47967
O -2.80226 3.16485 -4.41086
H -3.55275 4.89603 -3.60329
H -2.43981 5.13199 -4.97333
H -1.46191 5.47350 -2.49064
H -0.51198 4.48945 -3.63046
C 4.67694 6.05884 1.07400
C 4.27243 4.61195 1.25942
O 3.05944 4.66251 2.00794
S 2.24350 5.99530 1.61734
O 1.26480 5.65108 0.64277
O 1.92396 6.69668 2.81395
O 3.44551 6.76745 0.86142
H 5.14844 6.45830 1.97650
H 5.34859 6.18290 0.22384
H 5.02587 4.03224 1.78869
H 4.05673 4.13500 0.29940
C 7.02134 3.67638 -3.00724
C 8.09604 3.49951 -1.95388
O 8.62225 4.81702 -1.74157
S 7.44362 5.89609 -1.95571
O 6.90911 6.23704 -0.67733
O 7.88937 6.87367 -2.88515
O 6.39014 4.92145 -2.68779
H 7.45489 3.76074 -4.00681
H 6.29443 2.86552 -2.99523
H 8.88221 2.81787 -2.27127
H 7.67080 3.14878 -1.01032
C 0.96630 -4.90384 3.55445
C 0.63990 -6.37598 3.72057
O -0.58195 -6.39927 4.46647
S -1.46018 -5.10008 4.07697
O -2.41599 -5.48876 3.09301
O -1.81922 -4.42568 5.27336
O -0.29553 -4.26564 3.34347
H 1.40961 -4.49055 4.46328
H 1.63149 -4.71978 2.71268
H 1.42209 -6.91914 4.24718
H 0.45510 -6.85175 2.75374
C 0.42193 0.97671 -6.53809
C -0.79840 0.62687 -7.36366
O -0.37079 0.76082 -8.72399
S 1.19194 0.36810 -8.82793
O 1.28813 -0.98419 -9.26150
O 1.87786 1.43064 -9.47961
O 1.53087 0.41809 -7.25330
H 0.56421 2.05859 -6.48067
H 0.37005 0.56527 -5.53187
H -1.64148 1.28344 -7.15847
H -1.09989 -0.41142 -7.20384
C -6.37509 -7.64379 4.94066
C -5.31388 -7.76928 6.01686
O -4.89385 -6.42894 6.27459
S -6.14357 -5.43027 6.06080
O -6.72555 -5.15883 7.32824
O -5.74519 -4.40234 5.16217
O -7.10602 -6.46135 5.27332
H -5.92426 -7.50044 3.95541
H -7.03912 -8.50619 4.91251
H -4.47150 -8.38179 5.70117
H -5.73301 -8.17652 6.94100
*
```

[3]
Entry from the OMol25 dataset: 6 unconnected molecules or ions with the total composition C20H32O16 (the ωB97M-V functional and the def2-TZVPD basis).

The frontier orbital gap comes out at 10.71 eV. Its SMILES is CCOC(C)=O.CCOC(C)=O.O=C1OCCO1.O=C1OCCO1.O=C1OCCO1.O=C1OCCO1. The total energy comes out at -54017.4402 eV. Its energy above the lowest of the compared OMol25 structures with the same formula, charge and spin is 2.286 eV.

Geometry as ORCA input:
```
! wB97M-V def2-TZVPD RIJCOSX def2/J DEFGRID3
* xyz 0 1
O -2.16551 -3.65045 -1.79893
C -1.56183 -4.39239 -2.50340
O -0.26888 -4.41237 -2.91203
C 0.61303 -3.36496 -2.43323
C 0.95443 -2.46764 -3.62536
C -2.35110 -5.51989 -3.21895
H 1.48782 -3.72629 -1.89259
H 0.06336 -2.76179 -1.71062
H 1.63378 -1.67403 -3.31433
H 0.09732 -1.92299 -4.02139
H 1.48392 -3.04651 -4.38209
H -2.56964 -5.08141 -4.19265
H -3.15919 -5.83629 -2.55943
H -1.71083 -6.36531 -3.47076
O -1.78891 2.05892 2.75844
C -1.83194 2.06138 4.02892
O -2.67510 2.84918 4.75502
C -3.53182 3.85421 4.21697
C -4.18901 4.53865 5.45302
C -1.11203 1.08573 4.87273
H -4.25465 3.51276 3.47602
H -2.88483 4.40931 3.53772
H -4.95435 5.25131 5.14566
H -3.43885 5.14320 5.96280
H -4.60726 3.83176 6.16960
H -0.25498 0.69442 4.32460
H -1.70682 0.17976 4.98910
H -0.90074 1.54730 5.83731
C -3.93836 -0.75042 -2.44352
C -3.43179 0.13675 -1.32476
O -2.70350 1.09118 -1.97801
C -2.25381 0.54623 -3.19232
O -1.53519 1.10893 -3.95587
O -2.91578 -0.53112 -3.43157
H -4.95597 -0.53411 -2.76877
H -3.81287 -1.79995 -2.17733
H -2.81658 -0.50381 -0.69287
H -4.30871 0.56570 -0.83988
C 0.72883 0.82121 -0.94325
C -0.30457 0.93221 0.17548
O -0.01772 -0.23670 0.89694
C 0.75517 -1.03078 0.13369
O 1.23857 -2.13487 0.43846
O 1.13731 -0.49108 -0.92139
H 1.60860 1.45738 -0.84639
H 0.39934 0.96727 -1.97194
H -1.34238 0.94754 -0.15738
H -0.17609 1.81210 0.80587
C 3.32956 -0.85449 3.04460
C 4.53564 -0.17464 2.45174
O 4.03431 0.94400 1.82441
C 2.71624 1.10152 2.16923
O 2.03109 2.02568 1.72073
O 2.39530 0.18639 3.03328
H 3.57615 -1.12569 4.07112
H 2.97260 -1.67392 2.42073
H 5.10656 -0.68852 1.67838
H 5.16462 0.11945 3.29197
C 4.07110 0.11578 -2.64904
C 4.24578 1.17672 -1.53185
O 3.91240 2.35083 -2.19260
C 3.12164 2.09341 -3.17659
O 2.33372 2.95138 -3.64908
O 3.07885 0.80716 -3.38015
H 3.72057 -0.83784 -2.25427
H 4.99660 -0.00030 -3.21301
H 5.29816 1.30543 -1.27876
H 3.58920 1.00842 -0.67823
*
```

[4]
Entry from the OMol25 dataset: a molecular structure, C20H33As2FIrN3OSi (the ωB97M-V functional and the def2-TZVPD basis).

The frontier orbital gap (alpha / beta) comes out at 6.99 / 4.04 eV. The total energy comes out at -162876.5012 eV. Its energy above the lowest of the compared OMol25 structures with the same formula, charge and spin is 0.674 eV.

Geometry as ORCA input:
```
! wB97M-V def2-TZVPD RIJCOSX def2/J DEFGRID3
* xyz 3 6
Ir 0.51518 -0.58391 0.06677
C 0.29348 -3.43761 1.77147
Si -0.87632 -3.50341 0.23747
C 0.07798 -3.77221 -1.40053
C -2.17112 -4.86841 0.54767
N -1.35992 -1.80261 0.19547
C -2.57162 -1.25951 0.25857
C -3.77262 -1.96981 -0.03843
C -5.00272 -1.37181 0.06277
C -5.13232 -0.05021 0.48777
C -3.98682 0.69329 0.77427
C -2.76032 0.10439 0.63037
F -1.62822 0.85569 0.86887
H 0.90068 -4.33591 1.79387
H -0.28462 -3.39151 2.69017
H 0.95518 -2.56641 1.72927
H -0.04062 -4.80451 -1.70973
H 1.14118 -3.60371 -1.26513
H -0.28982 -3.14641 -2.20883
H -1.64402 -5.76431 0.86717
H -2.71102 -5.11181 -0.36363
H -2.87982 -4.59931 1.32537
H -3.68972 -2.98711 -0.37903
H -5.88862 -1.92861 -0.19543
H -6.10542 0.40319 0.58387
H -4.06532 1.71709 1.10267
C 0.28868 1.50419 3.51397
As 1.20358 1.31059 1.79257
C 3.08428 1.59259 2.24177
C 0.79408 2.95759 0.80257
C 0.90988 4.16599 1.48487
C 0.74248 5.36849 0.81517
C 0.44888 5.37349 -0.53793
C 0.32458 4.17519 -1.22193
C 0.47998 2.96329 -0.55173
As 0.24068 1.34119 -1.62473
C 1.52248 1.57519 -3.08643
C -1.45642 1.62529 -2.56193
H 0.79078 2.26619 4.11677
H 0.31918 0.55939 4.06357
H -0.75232 1.78769 3.35757
H 3.17878 2.58329 2.69457
H 3.70388 1.55689 1.34767
H 3.42778 0.83869 2.95107
H 1.15108 4.17449 2.54257
H 0.85508 6.30059 1.35247
H 0.30958 6.30809 -1.06413
H 0.09768 4.18569 -2.28233
H 1.20918 2.40739 -3.72333
H 1.54568 0.67339 -3.70043
H 2.52308 1.77679 -2.69943
H -1.49692 2.65889 -2.91833
H -2.32102 1.43999 -1.92463
H -1.50012 0.95819 -3.42533
N 4.86118 -1.49011 -0.61993
C 3.57908 -1.50231 -0.97323
N 3.25668 -1.94541 -2.19543
O 2.70038 -1.07651 -0.17513
H 5.58638 -1.84261 -1.22473
H 5.13178 -1.17701 0.29897
H 3.94858 -2.31691 -2.82683
H 2.28878 -1.99261 -2.47123
*
```

[5]
Entry from the OMol25 dataset: a molecular structure, C20H33B2ClFIN4O20P3 (the ωB97M-V functional and the def2-TZVPD basis).

The frontier orbital gap comes out at 1.28 eV. The total energy comes out at -120732.1950 eV.

Geometry as ORCA input:
```
! wB97M-V def2-TZVPD RIJCOSX def2/J DEFGRID3
* xyz -1 1
C -2.01823 3.77761 -0.84195
C -2.08135 2.60118 -0.49371
C -2.12582 1.25475 0.26865
N -1.55575 1.11867 1.65362
C -2.62974 1.84629 2.45230
C -2.43591 2.36637 3.90628
C -3.89848 2.83806 4.38422
O -4.34839 2.46298 5.46530
O -4.72398 3.62704 3.58230
C -1.67538 -0.37672 1.98646
C -1.06903 -1.53510 1.17934
C -1.07746 -1.77318 -0.36009
O -2.09135 -1.80164 -1.06567
N 0.19820 -2.04766 -1.06023
C 0.19881 -1.44299 -2.42052
C 0.31192 -3.55237 -1.10881
C -1.23858 -0.58505 3.51827
P -0.89745 -2.36575 4.11742
P -0.97078 -2.37555 6.29833
O -0.27083 -3.63226 6.73288
O -0.26462 -0.97038 6.88331
O -2.55582 -2.47580 6.90088
O -0.18773 0.17950 4.05017
C 0.58961 1.05450 3.20227
B 0.98884 2.22548 4.32358
N 2.24795 3.01314 4.35542
O 0.15816 2.44431 5.48923
P 2.28448 0.23376 3.02147
O 3.39934 1.05190 2.47051
O 2.73570 -0.01880 4.66016
O 2.34978 -1.27267 2.32310
C -0.14143 1.58930 1.87352
I 1.08332 1.00190 0.07098
B 0.16647 3.19391 1.77438
N 1.52980 3.69606 1.35686
O -0.78258 4.26175 1.94470
H -1.63899 4.76212 -1.23819
H -3.24163 1.01646 0.36697
H -1.77583 0.54944 -0.52490
H -3.61514 1.26385 2.49135
H -2.98280 2.80117 1.92478
H -2.11300 1.67706 4.72748
H -1.80996 3.30938 4.04685
H -5.62217 3.51001 3.97734
H -2.79946 -0.59799 1.97493
H 0.00379 -1.75360 1.51026
H -1.63484 -2.48845 1.49758
H 1.28045 -1.12932 -2.62715
H -0.03991 -2.20959 -3.24635
H -0.44045 -0.51999 -2.52936
H 0.66026 -3.91932 -2.13096
H -0.67262 -4.06053 -0.84526
H 1.06661 -3.84790 -0.31527
H -2.19756 -0.35228 4.10960
H -1.99212 -3.21094 3.70036
H -0.93155 -0.25648 6.76048
H -2.96903 -1.58766 6.87145
H 2.10453 4.02667 4.32387
H 2.81713 2.78021 5.18327
H 0.24990 3.40526 5.67351
H 2.42053 -0.90824 4.92506
H 1.92777 -1.96457 2.89097
H 1.77859 4.47022 1.98489
H 1.44949 4.10613 0.40924
H -0.58032 4.76695 2.75705
C 3.08486 -3.92359 -5.22933
C 4.13064 -3.42801 -5.89433
C 3.97163 -2.31522 -6.88158
O 4.95659 -1.88287 -7.44808
C 2.62106 -1.79732 -7.12220
C 1.57699 -2.30115 -6.45620
C 1.74071 -3.38847 -5.45501
O 0.75787 -3.80710 -4.85073
O 0.31526 -1.83831 -6.66402
O 5.38188 -3.90861 -5.70405
H 3.18632 -4.72640 -4.51051
H 2.50974 -0.99324 -7.85881
H -0.25373 -2.35800 -6.06829
H 5.95207 -3.38209 -6.29980
F 2.69769 -0.11526 -9.44807
O -1.38312 1.97161 -11.49105
Cl -0.10221 1.38067 -11.12807
O 0.15220 1.61690 -9.72669
O 0.94456 1.98731 -11.92299
O -0.14435 -0.04141 -11.38497
*
```

[6]
Entry from the OMol25 dataset: a gas-phase ion, C20H33F3NO (charge +1) (the ωB97M-V functional and the def2-TZVPD basis).

The frontier orbital gap comes out at 8.64 eV. Its SMILES is CCCCCCCc1cc[n+](C[C@@H](O)C(F)(F)F)cc1CCC(C)C. The total energy comes out at -32952.9410 eV.

Geometry as ORCA input:
```
! wB97M-V def2-TZVPD RIJCOSX def2/J DEFGRID3
* xyz 1 1
C 1.89140 4.34040 1.38184
C 0.53536 4.62443 2.25849
C -0.66536 4.72293 1.20100
C -2.12048 4.36625 1.77354
C -2.18501 3.10733 2.76234
C -1.32891 1.82867 2.31021
C -2.19600 0.59611 1.73195
C -1.56918 0.07530 0.35771
C -2.42499 0.20347 -0.93671
C -1.81912 -0.27828 -2.26705
N -0.47609 -0.84517 -2.40780
C -0.08863 -1.26384 -3.78545
C 1.42785 -1.74962 -3.93870
O 1.72984 -2.96352 -3.18101
C 1.65883 -2.16504 -5.49531
F 1.68686 -0.96764 -6.24995
F 2.85314 -2.93830 -5.65466
F 0.60908 -2.98683 -5.99676
C 0.33271 -0.94852 -1.22637
C -0.14431 -0.53080 0.21408
C 0.83611 -0.73708 1.47982
C 0.80565 -2.28144 2.00693
C 1.16557 -3.35380 0.86524
C 1.99235 -4.64596 1.43597
C -0.20662 -3.89384 0.17108
H 2.71596 5.10533 1.58095
H 2.28933 3.27066 1.53071
H 1.63893 4.41184 0.25336
H 0.46572 3.75650 2.99485
H 0.74124 5.59114 2.83201
H -0.49205 4.07189 0.26448
H -0.69838 5.80887 0.82836
H -2.47313 5.28421 2.38485
H -2.84362 4.21644 0.90203
H -3.28996 2.76999 2.84265
H -1.85981 3.43164 3.80635
H -0.49016 2.03658 1.56534
H -0.80811 1.43195 3.26716
H -3.23785 1.02858 1.47147
H -2.38574 -0.23339 2.49989
H -3.47844 0.65439 -0.89688
H -2.48259 -0.17607 -3.20436
H -0.36524 -0.46302 -4.57415
H -0.75676 -2.17216 -4.05174
H 2.20986 -0.97686 -3.62141
H 1.33537 -3.72915 -3.67017
H 1.39411 -1.35298 -1.29048
H 0.50236 -0.11267 2.39193
H 1.90738 -0.38204 1.24788
H 1.55213 -2.41184 2.87485
H -0.25337 -2.55569 2.38600
H 1.86471 -2.88849 0.07219
H 1.69736 -5.59270 0.86127
H 1.82235 -4.71033 2.56209
H 3.10366 -4.46143 1.18672
H -0.37435 -5.01260 0.31357
H -0.14174 -3.67927 -0.96668
H -1.10921 -3.27456 0.54446
*
```